Record 1
6
Properties=species:S:1:pos:R:3 method="wB97M-V/def2-TZVPD" total_charge=0 homo_ev="-10.14 / -9.97" e_lumo_ev="-1.14 / -3.01" homo_lumo_gap_ev="8.992 / 6.956" relative_energy_kj_mol=356.0
C 0.5485 0.4250 0.0568
C 0.1110 -0.9802 -0.0552
C 0.2675 -2.1865 0.0325
C -0.5539 1.0715 -0.0060
F -1.8150 0.8000 -0.0176
H 1.4419 0.8702 -0.0105

Record 2
8
Properties=species:S:1:pos:R:3 method="wB97M-V/def2-TZVPD" total_charge=0 homo_ev="-10.74 / -10.74" e_lumo_ev="-2.73 / -2.73" homo_lumo_gap_ev="8.009 / 8.008" relative_energy_kj_mol=281.1
C -0.6309 0.3127 2.6704
C -0.0142 0.2654 1.5815
C 0.4566 0.0840 0.3967
C -0.2968 -0.0882 -0.8257
F -0.4589 -1.4054 -1.0943
F -1.5714 0.3654 -0.7343
F 0.2508 0.4490 -1.9194
H 2.2647 0.0170 -0.0749

Record 3
6
Properties=species:S:1:pos:R:3 method="wB97M-V/def2-TZVPD" total_charge=0 homo_ev="-8.65 / -8.65" e_lumo_ev="-0.73 / -0.73" smiles=C#CC#CI homo_lumo_gap_ev="7.919 / 7.920" relative_energy_kj_mol=0.0
C -1.6957 -1.1665 -0.3595
C -0.7293 -0.4420 -0.2241
C 0.3330 0.2780 0.1162
C 1.4993 1.1391 0.0763
I 3.1154 1.9867 0.8955
H -2.5227 -1.7953 -0.5044

The evaluated max |F| for the records listed, in turn: 5.71, 4.83, 13.65 eV Å⁻¹.